{"formula": "C33H56N5PPb", "method": "wB97M-V/def2-TZVPD", "species": ["Pb", "C", "N", "C", "C", "N", "N", "C", "N", "N", "H", "H", "H", "H", "H", "H", "H", "H", "H", "H", "H", "C", "C", "C", "C", "C", "C", "C", "C", "C", "C", "C", "C", "C", "C", "C", "C", "C", "C", "C", "C", "C", "P", "C", "C", "C", "C", "C", "C", "C", "C", "H", "H", "H", "H", "H", "H", "H", "H", "H", "H", "H", "H", "H", "H", "H", "H", "H", "H", "H", "H", "H", "H", "H", "H", "H", "H", "H", "H", "H", "H", "H", "H", "H", "H", "H", "H", "H", "H", "H", "H", "H", "H", "H", "H", "H"], "xyz": [[-1.5114, -0.2617, 0.7420], [-4.6173, 0.3775, 4.5135], [-3.2729, -0.0653, 4.8846], [-3.1201, -0.2313, 6.3088], [-2.4881, -0.5677, 3.9190], [-2.7781, -0.4737, 2.6165], [-1.2766, -1.1610, 4.4164], [-0.2075, -1.5934, 3.6154], [0.7460, -2.2870, 4.3202], [-0.0830, -1.3620, 2.3159], [-5.0938, 0.8119, 5.3866], [-5.2130, -0.4810, 4.1927], [-4.5256, 1.0705, 3.6584], [-3.1953, -1.2612, 6.7049], [-3.8682, 0.3202, 6.8763], [-2.1507, 0.1710, 6.6064], [-3.7086, -0.2004, 2.4843], [-1.1153, -1.1917, 5.4194], [0.4368, -2.6735, 5.1859], [1.4236, -2.7864, 3.7769], [0.7910, -1.5980, 1.9512], [2.3366, -5.5888, -1.2783], [1.5774, -4.6492, -0.2471], [0.2846, -5.3559, 0.2559], [1.2820, -3.2918, -0.8957], [2.2874, -2.3893, -1.2898], [1.9811, -1.1597, -1.8700], [3.2176, -0.3993, -2.3427], [4.5089, -0.5787, -1.5126], [3.4668, -0.6563, -3.8591], [0.6181, -0.6959, -2.0382], [-0.3588, -1.7566, -1.9363], [0.0146, -2.9523, -1.3063], [-1.7691, -1.8433, -2.4970], [-2.5185, -0.5813, -3.0360], [-1.7037, -2.8556, -3.6845], [0.4038, 0.6602, -2.5079], [0.4470, 0.7439, -3.9273], [0.4273, 1.9448, -4.5765], [0.5233, 3.1329, -3.8754], [0.4553, 3.0508, -2.4856], [0.3840, 1.8556, -1.7400], [-0.0828, 1.9891, 0.0213], [1.3815, 2.6540, 0.9586], [2.1941, 3.6858, 0.2164], [0.9661, 3.1960, 2.3410], [2.3047, 1.4753, 1.2836], [-1.3833, 3.5035, 0.1792], [-2.0625, 3.5301, 1.6139], [-2.5163, 3.2235, -0.9458], [-0.8525, 4.9448, 0.0438], [2.6210, -6.5369, -0.8573], [3.2620, -5.0492, -1.5102], [1.6492, -5.7286, -2.1756], [2.3205, -4.5634, 0.5417], [-0.4455, -5.6074, -0.5186], [-0.2784, -4.7657, 0.9661], [0.5625, -6.3416, 0.6647], [3.2803, -2.5862, -0.9668], [3.1133, 0.7008, -2.2643], [5.1077, -1.4771, -1.8147], [4.4392, -0.6323, -0.4070], [5.1375, 0.3333, -1.7248], [2.9342, -1.5002, -4.2158], [4.5440, -0.7317, -3.9029], [3.2896, 0.2053, -4.5002], [-0.7731, -3.7484, -1.1258], [-2.4079, -2.4087, -1.7432], [-2.0769, -0.1940, -3.9189], [-2.6954, 0.1954, -2.2962], [-3.4952, -0.9539, -3.3055], [-1.4443, -2.3377, -4.5295], [-2.7427, -3.2638, -3.7814], [-1.0947, -3.7278, -3.5046], [0.4820, -0.1788, -4.5654], [0.4321, 1.8741, -5.6935], [0.5241, 4.1165, -4.4160], [0.5669, 4.0399, -1.9663], [1.6644, 4.6414, 0.0012], [2.5497, 3.3647, -0.7640], [3.1012, 3.9068, 0.7332], [0.8164, 4.2748, 2.2559], [1.7541, 2.9847, 3.0221], [0.0449, 2.6368, 2.7207], [2.7885, 1.0695, 0.4076], [1.7290, 0.7076, 1.7961], [3.0807, 1.7416, 1.9644], [-2.1489, 2.5018, 1.9974], [-3.0680, 3.9316, 1.4866], [-1.5240, 4.0614, 2.3775], [-3.1723, 2.4020, -0.5836], [-2.0647, 2.8954, -1.8817], [-3.1025, 4.1216, -1.0640], [-0.2140, 5.2479, 0.8614], [-1.6662, 5.7344, 0.1184], [-0.3663, 5.2518, -0.8740]], "de_lowest_kcal_mol": 52.3, "total_charge": 2}

{"formula": "C33H56N8O12", "method": "wB97M-V/def2-TZVPD", "species": ["C", "C", "C", "C", "C", "C", "N", "O", "C", "C", "C", "H", "H", "H", "H", "H", "H", "H", "H", "H", "H", "H", "H", "H", "H", "H", "H", "H", "H", "N", "O", "O", "O", "C", "C", "C", "C", "C", "C", "N", "O", "O", "H", "H", "H", "H", "H", "C", "C", "C", "C", "C", "C", "N", "O", "O", "H", "H", "H", "H", "H", "C", "O", "N", "C", "C", "H", "H", "H", "H", "H", "H", "H", "C", "O", "N", "C", "C", "H", "H", "H", "H", "H", "H", "H", "C", "O", "N", "C", "C", "H", "H", "H", "H", "H", "H", "H", "C", "O", "N", "C", "C", "H", "H", "H", "H", "H", "H", "H"], "xyz": [[33.5090, 44.9090, 43.7430], [34.7430, 45.6980, 43.2380], [34.5910, 47.3010, 43.5250], [34.9810, 47.5920, 45.1270], [36.3100, 46.9450, 45.3230], [36.5080, 45.3710, 45.1700], [35.8610, 45.0130, 43.8680], [36.2190, 44.0170, 43.1730], [35.6950, 44.8050, 46.2690], [37.9290, 44.7750, 45.2100], [34.7210, 45.6170, 41.6230], [32.6290, 45.3010, 43.3620], [33.6420, 44.8540, 44.9400], [33.3560, 43.7630, 43.3000], [33.7980, 47.7670, 43.0160], [35.3110, 47.8480, 43.0350], [34.0410, 47.2160, 45.7600], [34.8970, 48.6870, 45.0750], [36.9900, 47.1920, 46.1920], [37.1260, 47.2950, 44.5670], [34.7990, 45.1150, 46.3910], [36.3220, 44.7750, 47.2000], [35.3670, 43.6020, 45.9930], [38.4310, 45.0210, 46.0580], [38.3570, 45.2300, 44.2990], [38.0470, 43.6730, 45.2450], [35.5530, 46.1360, 41.3130], [33.8190, 45.9100, 41.2400], [34.9700, 44.6270, 41.4200], [32.0400, 41.6330, 45.6240], [32.9910, 42.3010, 45.6060], [31.3180, 41.6880, 46.5560], [31.7550, 40.7940, 44.7100], [27.8950, 43.5690, 44.2650], [27.4790, 44.5560, 43.1610], [28.2430, 44.6350, 41.8120], [29.7570, 44.2110, 41.8980], [30.2240, 43.3250, 43.1480], [29.1450, 43.0560, 44.2480], [30.5260, 44.2040, 40.6370], [31.7890, 43.9860, 40.8050], [29.9750, 44.2020, 39.5280], [27.1270, 43.2660, 44.8710], [26.4820, 45.1680, 43.0090], [27.6790, 45.0920, 41.0120], [31.0510, 42.8270, 43.2160], [29.5560, 42.1560, 44.9820], [31.8140, 39.7200, 39.4300], [31.8790, 40.1940, 40.9180], [33.2050, 40.4670, 41.5350], [34.4910, 40.1890, 40.7080], [34.3000, 39.9020, 39.0940], [32.8610, 39.6300, 38.6240], [35.7830, 40.0850, 41.2390], [36.0360, 40.9650, 42.0960], [36.6020, 39.3150, 40.8000], [30.6810, 39.5420, 38.9210], [30.8180, 40.2390, 41.3500], [33.2710, 40.6690, 42.6500], [34.9280, 39.6790, 38.3570], [32.7270, 39.5160, 37.5460], [28.1260, 40.8880, 47.8950], [27.0760, 40.9320, 47.1120], [28.1200, 41.4600, 49.0100], [29.3680, 41.4350, 49.7260], [26.9140, 42.0560, 49.6890], [29.0610, 40.4140, 47.7160], [29.6150, 40.3780, 49.9590], [29.1120, 41.5510, 50.7460], [30.0560, 42.2370, 49.4150], [26.0190, 42.0420, 49.0260], [27.1300, 43.1460, 49.8170], [26.5800, 41.5840, 50.4460], [29.4040, 46.9360, 48.2990], [30.2590, 47.8210, 47.9940], [29.5260, 45.6930, 47.6950], [28.4570, 44.6920, 47.7760], [30.7020, 45.2770, 46.8600], [28.6290, 46.9970, 49.0010], [27.8120, 44.8190, 48.6060], [28.9440, 43.8220, 47.8340], [27.7940, 44.9160, 46.9200], [30.3900, 44.4450, 46.1840], [31.4460, 45.0410, 47.7120], [31.0760, 46.3060, 46.3240], [31.4460, 38.1280, 47.1010], [31.1080, 38.2990, 48.2740], [31.4220, 36.9140, 46.5090], [31.6580, 36.7760, 45.0770], [31.3130, 35.6260, 47.2500], [31.4170, 39.0690, 46.4390], [31.1770, 37.5820, 44.4070], [31.4910, 35.8460, 44.4750], [32.6190, 37.0110, 44.8880], [31.5690, 34.7970, 46.5210], [30.1600, 35.2870, 47.5440], [32.0790, 35.5270, 48.2140], [33.3270, 45.6990, 49.9330], [33.6410, 46.6110, 50.8860], [34.0080, 44.6620, 49.8870], [33.4310, 43.4140, 49.1400], [35.3250, 44.3220, 50.5470], [32.3860, 45.8660, 49.3990], [32.3170, 43.3570, 49.0710], [34.0580, 42.5780, 49.3690], [33.7570, 43.4180, 48.0160], [35.8020, 45.2840, 50.2180], [35.9010, 43.3690, 50.2250], [35.1430, 44.1300, 51.5470]], "de_lowest_kcal_mol": 120.3, "total_charge": 0}

{"formula": "C33H57Br2I2N2O10S5", "method": "wB97M-V/def2-TZVPD", "species": ["C", "C", "O", "C", "O", "C", "C", "C", "C", "C", "I", "C", "C", "C", "C", "C", "O", "C", "O", "N", "C", "Br", "C", "C", "Br", "C", "C", "C", "C", "I", "C", "O", "C", "N", "H", "H", "H", "H", "H", "H", "H", "H", "H", "H", "H", "H", "H", "H", "H", "H", "H", "H", "H", "H", "H", "H", "H", "H", "H", "H", "H", "C", "S", "O", "C", "H", "H", "H", "H", "H", "H", "C", "S", "O", "C", "H", "H", "H", "H", "H", "H", "C", "S", "O", "C", "H", "H", "H", "H", "H", "H", "C", "S", "O", "C", "H", "H", "H", "H", "H", "H", "C", "S", "O", "C", "H", "H", "H", "H", "H", "H"], "xyz": [[-1.6434, -3.3801, -2.3432], [-1.2551, -2.4003, -2.9017], [-0.8425, -1.2159, -3.3394], [0.5447, -1.2492, -3.4608], [1.0788, -1.5760, -4.4636], [1.2354, -0.8264, -2.1935], [1.8321, -1.7362, -1.3211], [1.8088, -3.2063, -1.6850], [2.6696, -3.5875, -2.9263], [1.8910, -4.5937, -3.7728], [4.4054, -4.6654, -2.1698], [2.4285, -1.2714, -0.1483], [3.0255, -2.3088, 0.7541], [1.9327, -3.0356, 1.6216], [2.0067, -4.5721, 1.5838], [1.9959, -5.2104, 2.9631], [0.8190, -4.8621, 3.6942], [-0.2931, -5.5221, 3.3083], [-1.3788, -5.0409, 3.4457], [2.4407, 0.0656, 0.1353], [3.1097, 0.5842, 1.3492], [2.1901, -0.0593, 2.9379], [4.6768, 0.3774, 1.2383], [5.3124, 1.7413, 1.0026], [5.4521, -0.2508, 2.9251], [1.8783, 0.9611, -0.7167], [1.9131, 2.4537, -0.4795], [0.5786, 2.9756, 0.1257], [0.0810, 4.1854, -0.6536], [0.7658, 3.4009, 2.2056], [1.2582, 0.5113, -1.8472], [0.6590, 1.4484, -2.7182], [-0.6344, 1.5166, -2.5361], [-1.7487, 1.4959, -2.2876], [-1.8451, -4.2660, -1.7909], [2.0704, -3.8542, -0.8669], [0.7728, -3.4387, -1.9272], [2.9925, -2.7333, -3.5029], [2.4349, -4.8828, -4.6661], [1.7681, -5.5001, -3.1797], [0.8878, -4.2316, -3.9830], [3.7788, -1.9375, 1.4399], [3.5100, -3.0720, 0.1596], [0.9325, -2.6771, 1.3889], [2.1071, -2.7335, 2.6482], [2.8459, -4.9427, 0.9944], [1.1133, -4.9263, 1.0611], [1.9915, -6.2934, 2.8170], [2.8952, -4.9433, 3.5097], [-0.1807, -6.5341, 2.8940], [2.9769, 1.6470, 1.4471], [4.9223, -0.3226, 0.4486], [4.9638, 2.2036, 0.0783], [6.3927, 1.6775, 1.0413], [5.0304, 2.3968, 1.8287], [2.0125, 2.9127, -1.4582], [2.7817, 2.7693, 0.0844], [-0.1549, 2.1813, 0.0234], [-0.9580, 4.4166, -0.4397], [0.7142, 5.0446, -0.4461], [0.1761, 3.9952, -1.7207], [-2.7972, -3.4401, 2.9586], [-3.2959, -3.5291, 1.2403], [-2.1435, -4.0968, 0.4805], [-3.3026, -1.7593, 0.9520], [-2.6891, -4.4572, 3.3317], [-1.8431, -2.9183, 3.0360], [-3.5659, -2.9128, 3.5260], [-2.3144, -1.3502, 1.1664], [-4.0533, -1.2953, 1.5938], [-3.5524, -1.5882, -0.0943], [-1.1092, 7.7414, -3.2634], [0.1098, 6.4278, -3.3705], [1.1689, 6.7217, -2.3675], [0.7528, 6.8942, -4.9814], [-1.6099, 7.6607, -2.3009], [-0.6120, 8.7082, -3.3387], [-1.8385, 7.6249, -4.0649], [1.1266, 7.9170, -4.9439], [-0.0381, 6.8050, -5.7259], [1.5659, 6.2156, -5.2306], [-5.7250, -1.8317, -6.5273], [-4.2279, -2.0750, -5.5630], [-4.4765, -3.2144, -4.6455], [-4.3849, -0.5674, -4.5926], [-5.8464, -2.6916, -7.1824], [-6.5829, -1.7553, -5.8593], [-5.6276, -0.9268, -7.1273], [-5.3329, -0.5746, -4.0544], [-4.3301, 0.2971, -5.2546], [-3.5605, -0.5347, -3.8823], [-6.7996, -2.9861, 4.2380], [-6.5789, -1.2357, 3.8995], [-5.1104, -0.9935, 3.7970], [-7.1036, -0.6647, 5.5186], [-6.4859, -3.5434, 3.3569], [-6.1878, -3.2748, 5.0930], [-7.8517, -3.1857, 4.4391], [-6.4711, -1.1085, 6.2872], [-8.1459, -0.9405, 5.6770], [-7.0056, 0.4184, 5.5427], [4.0488, 5.8883, 5.6297], [3.7094, 5.4146, 3.9307], [4.8766, 4.6291, 3.4442], [3.8529, 7.0676, 3.2434], [4.0485, 4.9866, 6.2384], [5.0246, 6.3702, 5.6884], [3.2688, 6.5647, 5.9789], [4.8416, 7.4704, 3.4623], [3.0789, 7.7050, 3.6707], [3.7144, 6.9993, 2.1662]], "total_charge": 1}

{"formula": "C33H57F18N6O15S6Y", "method": "wB97M-V/def2-TZVPD", "species": ["Y", "C", "F", "F", "F", "S", "O", "O", "N", "S", "O", "O", "C", "F", "F", "F", "C", "F", "F", "F", "S", "O", "O", "N", "S", "O", "O", "C", "F", "F", "F", "C", "F", "F", "F", "S", "O", "O", "N", "S", "O", "O", "C", "F", "F", "F", "C", "C", "C", "C", "C", "C", "N", "O", "C", "C", "C", "H", "H", "H", "H", "H", "H", "H", "H", "H", "H", "H", "H", "H", "H", "H", "H", "H", "H", "H", "C", "C", "C", "C", "C", "C", "N", "O", "C", "C", "C", "H", "H", "H", "H", "H", "H", "H", "H", "H", "H", "H", "H", "H", "H", "H", "H", "H", "H", "H", "C", "C", "C", "C", "C", "C", "N", "O", "C", "C", "C", "H", "H", "H", "H", "H", "H", "H", "H", "H", "H", "H", "H", "H", "H", "H", "H", "H", "H", "H"], "xyz": [[-1.7094, 0.5762, -1.4520], [-1.8118, -3.5659, -2.8879], [-1.1915, -4.5252, -3.7089], [-2.4810, -2.8386, -3.7860], [-2.5910, -4.0283, -1.9394], [-0.4091, -2.4306, -2.1469], [0.8000, -3.2584, -2.0383], [-0.3297, -1.1566, -2.9836], [-1.1112, -1.5289, -0.8139], [-1.2110, -2.6640, 0.3443], [-2.3846, -2.3942, 1.1310], [-0.9657, -4.0881, 0.0402], [0.3760, -2.0158, 1.3954], [1.5485, -2.0611, 0.6648], [0.1831, -0.8955, 1.9435], [0.5335, -2.8528, 2.4270], [-5.6550, 1.7823, 0.4798], [-4.9208, 2.8388, 0.6595], [-6.3445, 1.4887, 1.6382], [-6.4521, 2.0072, -0.6129], [-4.4840, 0.3082, 0.1568], [-3.2295, 0.7320, 0.8422], [-4.9613, -0.9573, 0.7497], [-3.8836, 0.3531, -1.5282], [-5.0750, -0.6768, -2.1385], [-4.6891, -2.0505, -2.0152], [-6.5065, -0.4315, -1.8100], [-4.9714, -0.2038, -4.0155], [-5.3252, -1.1938, -4.7949], [-5.6729, 0.8916, -4.3780], [-3.7180, 0.0914, -4.1700], [-3.7163, 4.0035, -3.3405], [-4.4937, 2.8989, -3.5091], [-3.4999, 4.4237, -4.4442], [-4.3018, 4.9857, -2.6018], [-2.1269, 3.3883, -2.4688], [-1.1822, 4.4758, -2.5006], [-2.4517, 2.8364, -1.1544], [-1.5044, 1.8796, -3.1178], [-1.2668, 2.3480, -4.6966], [-2.3180, 2.2326, -5.6304], [-0.6270, 3.6373, -4.8941], [-0.0046, 1.1147, -5.4986], [0.9261, 0.6922, -4.5897], [-0.5735, -0.0181, -6.0100], [0.5884, 1.7079, -6.6181], [5.6834, -1.3195, -2.0178], [4.5577, -2.0897, -2.6805], [5.0884, -2.6345, -4.0916], [6.0633, -3.7654, -4.1369], [5.5185, -4.9910, -3.3818], [4.9015, -4.6825, -1.9431], [4.1043, -3.4190, -2.1006], [3.2443, -3.1734, -0.9663], [4.1089, -5.9010, -1.5343], [6.0248, -4.3587, -0.8456], [3.3798, -1.0393, -3.1177], [5.7450, -0.2747, -2.3224], [6.6954, -1.6724, -2.2165], [5.5638, -1.2704, -0.9355], [4.2123, -2.9843, -4.6377], [5.4115, -1.7273, -4.6022], [6.9514, -3.4219, -3.6065], [6.2335, -4.0115, -5.1850], [6.0981, -5.9037, -3.5200], [4.7724, -5.4209, -4.0501], [3.4633, -5.8767, -0.6564], [3.5343, -6.4732, -2.2626], [4.9063, -6.5923, -1.2613], [6.6429, -5.2104, -0.5619], [6.6737, -3.6237, -1.3219], [5.6168, -3.8433, 0.0238], [3.5105, 0.0319, -2.9646], [2.4898, -1.0726, -2.4893], [2.9940, -1.2625, -4.1124], [2.3825, -3.3253, -1.3609], [1.8241, 1.8467, -2.2879], [1.8667, 2.3654, -0.7849], [2.0788, 3.8726, -1.0823], [2.1310, 4.8083, 0.1575], [0.7043, 4.7392, 0.7638], [0.2934, 3.2240, 1.1082], [0.5091, 2.3134, -0.0523], [0.0961, 1.0128, 0.1141], [1.2238, 2.7067, 2.2932], [-1.1702, 3.1402, 1.6594], [3.0810, 1.5887, -0.1532], [2.6660, 2.1078, -2.9291], [1.0132, 2.4352, -2.7171], [1.6165, 0.7769, -2.2662], [3.0622, 3.9685, -1.5425], [1.3624, 4.2887, -1.7907], [2.1196, 5.8718, -0.0811], [2.8937, 4.5941, 0.9062], [-0.1490, 5.1484, 0.2230], [0.7879, 5.3933, 1.6317], [1.1065, 1.6471, 2.5203], [2.2943, 2.9119, 2.2829], [1.0348, 3.3241, 3.1714], [-1.0672, 3.5866, 2.6485], [-1.8240, 3.7472, 1.0332], [-1.4287, 2.0868, 1.7665], [4.0276, 1.9873, -0.5182], [3.1939, 0.5441, -0.4434], [3.2444, 1.6275, 0.9238], [0.6773, 0.6885, 0.8060], [-3.0131, 2.7750, 4.8046], [-3.0973, 1.2640, 5.1360], [-3.3335, 0.4304, 3.8771], [-3.2203, -1.0586, 4.0798], [-1.7672, -1.2951, 4.5638], [-1.4479, -0.5013, 5.7940], [-1.7431, 0.9403, 5.6944], [-1.2466, 1.7141, 6.7590], [-1.9186, -1.2100, 7.2007], [0.0545, -0.7353, 6.0211], [-4.3085, 1.0493, 6.1788], [-3.1469, 3.3916, 5.6935], [-3.7219, 3.1060, 4.0456], [-2.1112, 3.1317, 4.3072], [-4.2482, 0.6853, 3.3418], [-2.5874, 0.7305, 3.1414], [-3.4863, -1.6666, 3.2151], [-3.8798, -1.4582, 4.8502], [-1.2202, -1.0919, 3.6432], [-1.6094, -2.3145, 4.9160], [-1.4877, -2.1903, 7.4043], [-1.9611, -0.6491, 8.1343], [-3.0051, -1.2778, 7.1450], [0.3014, -1.7169, 6.4258], [0.4064, -0.5876, 5.0001], [0.5075, 0.0699, 6.5996], [-4.3954, 0.0863, 6.6820], [-5.1848, 1.3474, 5.6032], [-4.2253, 1.9557, 6.7785], [-0.5490, 2.1729, 6.2854]], "de_lowest_kcal_mol": 207.7, "total_charge": 0}

In eV, the gap between HOMO and LUMO values for the records above are, in order, 7.62, 4.58, 5.99, 6.89.